(1)
This record from the OMol25 dataset describes a structure of composition C31H30AsGaN3S3. The level of theory is the ωB97M-V functional and the def2-TZVPD basis.

Output
DFT total energy in eV: -182821.2971
E_HOMO in hartree: -0.3627
Total charge: +1

Each line ends with the natural charge from an NBO analysis.
Cartesian coordinates (Å):
Ga 0.438 0.461 -0.035  1.0413
C 1.752 2.744 3.527  -0.6460
C 1.485 2.203 2.133  -0.1897
S 0.425 0.778 2.178  -0.2048
C 1.993 2.759 1.026  -0.1634
C 2.897 3.966 1.050  -0.6447
S 1.694 2.184 -0.624  -0.2409
H 1.220 2.161 4.276  0.2282
H 1.421 3.780 3.619  0.2272
H 2.815 2.703 3.769  0.2256
H 3.074 4.324 2.062  0.2239
H 2.464 4.779 0.463  0.2288
H 3.861 3.722 0.597  0.2263
C -2.016 -2.230 -3.606  -0.4099
N -1.170 -2.766 -2.541  -0.3216
C -1.149 -4.079 -2.108  -0.0279
C -0.255 -4.163 -1.118  -0.0644
N 0.286 -2.885 -0.935  -0.3564
C -0.294 -2.037 -1.832  0.3012
S -0.033 -0.390 -2.157  -0.1017
C 1.382 -2.603 -0.059  0.3955
C 2.027 -3.643 0.592  -0.2592
C 3.158 -3.357 1.334  -0.1071
C 3.632 -2.057 1.380  -0.2382
C 2.899 -1.083 0.742  0.1024
N 1.775 -1.343 0.056  -0.5247
H -2.619 -3.042 -4.001  0.2306
H -1.402 -1.809 -4.397  0.2344
H -2.661 -1.450 -3.206  0.2406
H -1.769 -4.844 -2.542  0.2518
H 0.030 -5.020 -0.540  0.2471
H 1.684 -4.661 0.521  0.2323
H 3.673 -4.155 1.853  0.2414
H 4.531 -1.798 1.921  0.2480
H 3.197 -0.042 0.778  0.2414
C -7.222 -0.474 -0.995  -0.2031
C -6.592 0.750 -1.162  -0.1859
C -5.252 0.901 -0.823  -0.2367
C -4.542 -0.179 -0.314  -0.3368
C -5.174 -1.410 -0.154  -0.1628
C -6.511 -1.556 -0.488  -0.2222
As -2.682 -0.065 0.259  0.8686
C -2.960 -0.207 2.174  -0.2434
C -3.831 0.621 2.876  -0.2356
C -3.994 0.458 4.244  -0.2028
C -3.303 -0.545 4.915  -0.1950
C -2.455 -1.390 4.215  -0.1980
C -2.286 -1.220 2.848  -0.2495
C -2.313 1.819 -0.080  -0.2778
C -2.167 2.175 -1.423  -0.2621
C -1.837 3.474 -1.779  -0.1966
C -1.635 4.428 -0.792  -0.1890
C -1.770 4.081 0.547  -0.2018
C -2.107 2.783 0.904  -0.2387
H -8.265 -0.587 -1.259  0.2234
H -7.145 1.595 -1.553  0.2215
H -4.770 1.862 -0.952  0.2248
H -4.623 -2.253 0.248  0.2018
H -7.001 -2.512 -0.353  0.2200
H -4.390 1.389 2.354  0.2211
H -4.668 1.108 4.787  0.2235
H -3.431 -0.669 5.983  0.2230
H -1.927 -2.181 4.733  0.2173
H -1.617 -1.875 2.299  0.2045
H -2.324 1.432 -2.198  0.2174
H -1.729 3.739 -2.823  0.2228
H -1.372 5.442 -1.065  0.2244
H -1.609 4.822 1.319  0.2234
H -2.186 2.519 1.950  0.2325



(2)
This record from the OMol25 dataset describes a structure of composition C31H30BF6N4PPd at a distorted geometry. The level of theory is the ωB97M-V functional and the def2-TZVPD basis.

Output
ΔE to the lowest compared entry with this formula, charge and spin in kcal/mol: 51.8
DFT total energy in eV: -68348.6833
E_HOMO (spin up / spin down) in hartree: -0.2796 / -0.2784
Total charge: 0

Each line ends with the Mulliken charge.
Cartesian coordinates (Å):
Pd 0.646 0.636 0.328  -0.8856
F -1.422 0.025 5.262  -0.3387
C -0.573 0.718 4.467  0.2645
C -0.720 0.649 3.095  0.1035
C 0.131 1.358 2.244  -0.1474
C 1.151 2.170 2.823  0.2887
C 1.260 2.195 4.215  0.3964
F 2.215 2.918 4.851  -0.3566
C 0.419 1.480 5.049  -0.7192
C 2.047 2.919 1.922  0.6021
C 3.009 3.842 2.340  -1.1637
C 3.846 4.428 1.407  -0.3302
C 3.700 4.111 0.067  -0.9316
C 2.685 3.234 -0.281  -0.1747
N 1.889 2.667 0.609  0.5305
H -1.506 0.014 2.706  0.3517
H 0.546 1.514 6.118  0.5082
H 3.123 4.104 3.377  0.5343
H 4.608 5.124 1.729  0.4154
H 4.345 4.530 -0.690  0.4445
H 2.500 2.981 -1.318  0.3599
N 1.539 -1.180 0.044  -1.2544
P 0.570 -2.284 -0.470  2.1105
C 1.486 -3.854 -0.454  0.0420
C 2.167 -4.146 0.723  -0.4232
C 3.016 -5.233 0.779  -0.7081
C 3.202 -6.021 -0.346  -0.4748
C 2.535 -5.722 -1.522  -0.7015
C 1.672 -4.640 -1.580  -0.3185
C -0.974 -2.552 0.506  -0.3778
C -1.226 -3.666 1.292  -0.4979
C -2.374 -3.717 2.062  -0.7104
C -3.277 -2.667 2.046  -0.6480
C -3.034 -1.553 1.254  -0.8553
C -1.881 -1.495 0.494  0.4319
C -0.103 -2.061 -2.165  0.4659
C -1.342 -2.554 -2.559  -0.1505
C -1.806 -2.289 -3.834  -0.7678
C -1.035 -1.549 -4.715  -0.4748
C 0.209 -1.075 -4.332  -0.5337
C 0.675 -1.328 -3.053  -0.4957
H 2.029 -3.500 1.580  0.4671
H 3.550 -5.462 1.690  0.3900
H 3.866 -6.872 -0.306  0.3869
H 2.698 -6.326 -2.403  0.4053
H 1.148 -4.403 -2.495  0.4174
H -0.532 -4.493 1.296  0.4153
H -2.567 -4.581 2.678  0.4191
H -4.170 -2.714 2.650  0.3878
H -3.753 -0.743 1.235  0.4150
H -1.665 -0.643 -0.163  0.5007
H -1.939 -3.132 -1.867  0.4817
H -2.777 -2.652 -4.133  0.4153
H -1.412 -1.329 -5.701  0.4003
H 0.803 -0.493 -5.018  0.3651
H 1.630 -0.941 -2.719  0.3182
F 0.717 1.934 -4.180  -0.2720
B 0.085 2.289 -3.053  0.1330
F -1.290 2.043 -3.085  -0.3927
F 0.271 3.607 -2.708  -0.4247
F 0.555 1.495 -1.927  0.3368
N -3.609 3.846 -1.190  -0.5652
C -2.847 4.309 -0.032  -0.8221
C -1.506 3.570 -0.097  0.0060
N -1.827 2.169 -0.453  0.5676
H -4.561 4.192 -1.168  0.2313
H -2.728 2.281 -0.993  0.6826
H -3.173 4.170 -2.051  0.1917
H -3.397 4.016 0.869  0.3982
H -2.682 5.394 0.004  0.3878
H -0.955 3.609 0.843  0.1057
H -0.890 3.993 -0.892  0.1999
H -1.104 1.781 -1.084  -0.3700
H -1.888 1.558 0.380  0.0110